{
  "formula": "C5H14O",
  "method": "ωB97M-V/def2-TZVPD",
  "elements": ["H", "H", "H", "H", "H", "C", "H", "H", "H", "C", "H", "H", "C", "C", "H", "H", "C", "O", "H", "H"],
  "xyz": [[-0.436, 2.035, -1.844], [-0.867, -2.671, -1.009], [2.266, 0.579, 0.612], [0.885, 0.824, -2.194], [-0.379, 0.471, 0.077], [-1.485, -3.033, -0.195], [1.271, 2.405, -1.555], [-2.451, -3.280, -0.634], [0.011, 1.963, 1.814], [0.523, 1.611, -1.544], [-2.081, -2.313, 1.791], [-2.079, -1.046, 0.527], [0.498, 1.082, -0.112], [0.574, 2.204, 0.917], [0.093, 3.097, 0.506], [-1.050, -3.930, 0.234], [-1.588, -1.948, 0.885], [1.630, 0.199, 0.005], [1.594, 2.506, 1.181], [-0.569, -1.657, 1.135]],
  "mulliken_charge": [0.3399, 0.2634, 0.3077, 0.4029, -0.3308, -0.8499, 0.2880, 0.2853, 0.3553, -1.3709, 0.3516, 0.2292, 1.1802, -1.3507, 0.3455, 0.2773, -0.7315, -0.5529, 0.3805, 0.1798],
  "smiles": "CC(C)O.CC",
  "e_above_lowest_kcal_mol": 13.5,
  "orbital_gap_ev": 11.1,
  "lumo_ev": 0.95,
  "e_homo_ev": -10.20,
  "charge": 0,
  "total_energy_ha": -274.1205
}

{
  "formula": "C18H21N3O5S",
  "method": "ωB97M-V/def2-TZVPD",
  "elements": ["H", "H", "C", "C", "C", "H", "H", "N", "H", "H", "O", "O", "H", "C", "H", "H", "C", "C", "N", "H", "H", "H", "O", "H", "C", "C", "H", "H", "C", "C", "H", "H", "C", "C", "C", "S", "H", "C", "N", "H", "C", "C", "C", "O", "H", "O", "H", "C"],
  "xyz": [[0.849, -4.536, -0.113], [-2.520, 3.031, 2.838], [1.708, -3.874, 0.027], [-3.266, -2.454, 1.417], [-1.205, 3.556, 0.749], [1.179, -0.801, 1.322], [-4.216, -1.116, 2.804], [-2.267, 2.223, 2.259], [3.487, -3.344, -1.105], [2.248, -4.186, 0.924], [-3.421, 1.005, 3.721], [0.551, -0.716, -1.377], [2.042, -3.644, -2.079], [-2.216, -2.616, 0.529], [1.262, 0.822, -2.442], [-1.493, 4.469, 1.285], [-2.516, -0.209, 1.897], [3.147, -1.016, 0.478], [1.174, -2.551, 0.275], [-0.766, 0.433, 0.842], [3.483, -0.168, 1.069], [1.055, 3.907, -4.030], [-0.350, -2.978, -1.667], [-1.175, 5.697, -0.849], [-1.320, -1.578, 0.337], [0.802, 2.705, -2.300], [2.936, -0.677, -0.532], [-3.970, -3.256, 1.575], [-0.475, 3.704, -0.496], [-0.602, 4.873, -1.248], [2.131, -2.102, 2.050], [2.915, -4.998, -1.351], [-3.409, -1.260, 2.101], [-2.763, 1.029, 2.697], [-1.452, -0.379, 1.011], [0.049, -1.940, -0.769], [-2.081, -3.527, -0.031], [0.299, 2.643, -0.992], [-1.556, 2.398, 1.139], [0.749, 0.783, -0.656], [1.885, -1.606, 1.106], [-0.033, 4.959, -2.501], [2.603, -3.967, -1.206], [1.470, 1.666, -2.875], [-0.130, 5.864, -3.080], [0.594, 1.614, -0.160], [3.948, -1.751, 0.444], [0.637, 3.871, -3.036]],
  "mulliken_charge": [0.3217, 0.2637, -0.6101, -0.8539, -0.5508, -0.0379, 0.4804, -0.3458, 0.2416, 0.4250, -0.6717, -0.7556, 0.3154, -0.6589, 0.4177, 0.3933, -0.1282, -1.2357, 0.3061, 0.8860, 0.4256, 0.4448, -0.7312, 0.3918, 0.5161, 0.9324, 0.2501, 0.4241, 0.5249, -0.8574, 0.4674, 0.4047, -0.5572, 0.0426, -0.0849, 0.9217, 0.5167, 0.5144, 0.0008, -0.0283, -0.2243, -0.6402, -1.0269, -0.6212, 0.3886, -0.3732, 0.3814, -0.6057],
  "smiles": "CCN(CC)S(=O)(=O)c1cccc(C(=O)N/N=C/c2cccc(O)c2O)c1",
  "e_above_lowest_kcal_mol": 62.4,
  "orbital_gap_ev": 8.3,
  "lumo_ev": 0.08,
  "e_homo_ev": -8.21,
  "charge": 0,
  "total_energy_ha": -1637.1397
}

{
  "formula": "C9H14N2O2",
  "method": "ωB97M-V/def2-TZVPD",
  "elements": ["H", "C", "H", "H", "C", "C", "C", "H", "C", "H", "H", "O", "C", "C", "N", "O", "C", "H", "H", "H", "H", "N", "C", "H", "H", "H", "H"],
  "xyz": [[-2.461, -1.330, -0.471], [-5.239, -0.226, -0.392], [-3.399, 1.125, 1.369], [-2.850, -0.441, 2.096], [-3.915, 0.437, -1.014], [-4.784, -0.728, 0.947], [5.256, 1.571, 0.396], [-3.949, 0.485, -2.150], [4.177, 1.333, -0.381], [-5.677, -0.905, -1.110], [5.454, 2.529, 0.801], [2.727, -0.527, -0.910], [5.860, -0.834, 0.148], [3.874, -0.057, -0.649], [6.125, 0.485, 0.681], [6.830, -1.635, 0.229], [-2.747, -0.212, -0.335], [-5.628, -0.723, 1.817], [-1.721, 0.193, -0.568], [-3.980, 1.420, -0.699], [-4.473, -1.947, 0.450], [4.802, -1.054, -0.513], [-3.315, -0.130, 1.142], [-6.092, 0.550, -0.319], [3.459, 1.983, -1.025], [4.764, -1.901, -0.911], [6.903, 0.538, 1.372]],
  "mulliken_charge": [0.2233, -0.6216, 0.1663, 0.3704, -0.5628, -0.3036, -0.2153, 0.3110, -0.3522, 0.3008, 0.4188, -0.6355, 0.3465, 0.5270, -0.1173, -0.6741, -0.5673, 0.2553, 0.3086, 0.3119, 0.1555, 0.0248, -0.5826, 0.2347, 0.2822, 0.1283, 0.2668],
  "e_above_lowest_kcal_mol": 92.2,
  "orbital_gap_ev": 9.8,
  "lumo_ev": 0.27,
  "e_homo_ev": -9.56,
  "charge": 0,
  "total_energy_ha": -611.2178
}

{
  "formula": "C24H50AgF9N2O10",
  "method": "ωB97M-V/def2-TZVPD",
  "elements": ["C", "H", "H", "H", "H", "H", "H", "C", "H", "H", "H", "C", "C", "F", "H", "C", "H", "H", "H", "H", "C", "C", "H", "H", "C", "H", "H", "H", "F", "H", "O", "C", "H", "H", "H", "F", "C", "O", "Ag", "F", "C", "C", "C", "O", "C", "C", "H", "H", "C", "O", "H", "H", "C", "H", "H", "F", "O", "N", "H", "C", "C", "C", "F", "H", "H", "O", "C", "N", "H", "H", "H", "H", "F", "O", "H", "H", "H", "H", "H", "H", "F", "H", "H", "O", "H", "H", "C", "H", "C", "O", "H", "F", "C", "O", "H", "H"],
  "xyz": [[3.719, -2.926, 17.993], [4.505, 0.849, 18.569], [13.180, -7.361, 18.210], [9.492, -4.476, 12.631], [3.801, -1.828, 17.927], [2.682, -3.152, 17.712], [10.589, -5.897, 19.690], [11.373, -4.899, 17.080], [4.965, -0.813, 20.200], [12.174, -4.480, 16.463], [5.946, 1.892, 19.062], [8.670, -5.486, 20.588], [5.191, 1.172, 19.359], [5.402, -7.644, 21.738], [8.695, -3.784, 18.731], [7.922, -7.649, 19.865], [8.901, -5.976, 14.935], [3.862, -3.184, 19.039], [6.799, -4.318, 22.495], [8.085, -4.604, 20.867], [5.613, 1.688, 15.118], [9.903, -4.093, 13.567], [8.920, -5.278, 18.019], [3.868, -3.899, 21.827], [8.236, -5.103, 15.006], [12.005, -7.496, 16.907], [11.251, -2.621, 12.508], [9.690, -2.005, 12.954], [6.730, -4.031, 13.441], [7.110, 0.457, 16.690], [7.565, -2.744, 18.884], [10.464, -2.715, 13.262], [6.212, 0.095, 20.953], [5.595, -3.371, 23.467], [10.747, -5.500, 16.405], [9.747, -1.798, 20.398], [4.685, -4.621, 21.962], [7.842, -6.237, 19.753], [6.264, -4.876, 18.414], [9.542, -0.771, 18.497], [4.561, -3.294, 15.805], [4.140, -6.194, 20.226], [9.909, -5.070, 19.830], [11.995, -5.730, 18.044], [10.454, -3.894, 17.717], [5.752, -0.081, 19.974], [5.435, -1.924, 14.445], [5.286, 1.843, 16.150], [5.848, -3.783, 22.489], [5.114, -5.244, 20.790], [4.392, -5.345, 22.728], [7.076, -3.175, 15.940], [8.953, -0.967, 19.685], [9.922, -3.433, 16.891], [10.750, -4.689, 13.922], [7.546, -5.974, 12.949], [6.612, -0.718, 19.046], [9.421, -4.533, 18.539], [10.975, -3.130, 18.291], [7.094, -5.209, 13.976], [4.526, -7.613, 20.740], [7.558, -1.607, 19.587], [8.952, 0.202, 20.341], [4.960, -1.213, 16.026], [8.063, 0.907, 15.289], [6.105, 0.399, 14.928], [5.388, -2.074, 15.522], [6.759, -2.176, 16.063], [8.001, -1.544, 14.512], [3.164, -5.982, 20.698], [7.268, -1.842, 20.625], [8.918, -7.995, 19.555], [3.409, -8.214, 21.161], [9.010, -3.922, 14.668], [6.733, -2.187, 17.121], [4.505, 1.682, 20.043], [10.301, -4.250, 20.431], [7.788, -7.983, 20.896], [4.838, 1.888, 14.387], [6.041, -2.935, 21.821], [5.000, -8.403, 19.771], [8.925, -5.961, 21.541], [7.169, -8.067, 19.210], [7.819, -4.989, 16.275], [4.898, -4.187, 15.275], [3.548, -3.080, 15.440], [12.651, -6.795, 17.442], [13.460, -6.485, 16.767], [7.320, 0.179, 15.647], [4.584, -3.661, 17.160], [6.390, 2.450, 14.941], [6.033, -5.819, 14.453], [7.770, -1.243, 15.526], [3.983, -5.994, 18.961], [8.591, -1.439, 16.201], [10.902, -2.251, 14.156]],
  "mulliken_charge": [-0.3611, 0.1950, 0.2858, 0.2726, 0.1664, 0.3556, 0.3882, -0.5908, 0.2353, 0.5842, 0.2886, 0.5167, -1.2882, -0.2638, -1.8427, -1.0422, 0.6864, -0.2076, 0.2676, -0.9883, -0.6975, -0.1678, 0.3402, 0.2937, -1.0738, 0.3260, 0.4233, 0.2871, -0.2554, 0.1923, 0.9687, -1.2434, 0.4335, 0.4852, 0.0368, -0.2883, -0.4979, 0.1364, 1.1880, -0.2768, -1.2836, -0.5659, -0.9547, -0.3589, 0.2686, -0.2926, 0.5538, 0.1996, -0.5805, 0.0846, 0.3444, -1.1354, 0.3329, -0.7494, 0.1919, -0.3286, 0.1064, 2.2204, 0.6495, 0.6149, 1.0187, -0.2408, -0.3157, 0.4458, 0.5017, -0.3358, -0.5902, 3.3583, 0.1094, 0.1239, -0.6594, 0.2913, -0.3238, 0.2769, -1.0828, 0.4669, 0.3878, 0.2872, 0.2711, -0.1785, -0.2671, 0.6109, 0.2477, -0.9513, 0.2381, 0.4234, -0.8169, 0.3204, -0.7395, 0.0248, 0.3052, -0.2690, 0.0018, -0.7388, -0.0511, 0.2639],
  "e_above_lowest_kcal_mol": 0.0,
  "orbital_gap_ev": 7.6,
  "lumo_ev": 0.42,
  "e_homo_ev": -7.15,
  "charge": 0,
  "total_energy_ha": -2852.0246
}